Record 1
DFT (wB97M-V/def2-TZVPD) results for a 15-piece molecular cluster, C47H124O27S2 overall at a distorted geometry.

Structure (XYZ):
```
200
Properties=species:S:1:pos:R:3:forces:R:3
C 23.91499 24.21090 8.60153 0.00 -0.98 -1.26
O 23.92982 25.35657 9.37410 0.74 -0.01 0.38
C 22.70864 25.72228 9.92703 -0.91 0.63 -0.64
C 21.86680 24.68687 10.62516 0.80 0.15 -0.38
O 22.54669 24.23700 11.75626 -0.32 -0.44 0.40
C 21.78308 23.40205 12.62260 0.18 0.32 0.13
C 21.66970 21.94367 12.21706 0.70 -0.04 -0.42
O 22.91999 21.31270 12.00107 0.03 -0.08 -0.39
C 23.60795 20.90957 13.15926 -0.26 0.29 0.17
H 24.74377 24.22534 7.89439 0.36 0.20 0.30
H 23.05443 24.09416 7.92930 -0.42 0.44 0.20
H 23.96572 23.27293 9.14963 0.09 -0.03 0.50
H 22.05950 26.04994 9.10143 -0.12 0.27 -0.09
H 22.88883 26.58613 10.56188 0.11 -0.04 0.17
H 21.69329 23.88643 9.89014 -0.38 -0.10 0.35
H 20.93857 25.22954 10.85896 -0.11 -0.43 0.15
H 20.76207 23.77946 12.71922 -0.17 0.17 0.03
H 22.26748 23.52812 13.59486 -0.05 -0.26 0.00
H 21.12031 21.83339 11.27289 0.01 0.10 0.33
H 21.15483 21.40276 13.00811 -0.46 -0.06 0.15
H 22.95231 20.36056 13.83998 -0.17 -0.09 0.08
H 24.06311 21.74371 13.69276 0.02 0.19 0.06
H 24.39855 20.25086 12.84253 0.33 -0.28 -0.15
C 14.96570 22.86028 15.74150 0.08 1.69 -0.60
O 15.00407 21.69770 16.45441 1.00 -1.87 -0.43
C 14.12822 21.58330 17.49694 -0.36 -0.52 2.03
C 12.67600 21.46505 17.16368 -0.68 1.17 -0.98
O 12.31838 20.47766 16.25198 -0.65 0.05 -0.60
C 12.51490 19.16790 16.68629 1.72 0.10 0.47
C 11.77643 18.14684 15.90864 1.91 0.12 -0.55
O 10.45232 18.09109 16.22227 -0.91 0.13 0.27
C 9.87474 16.88233 15.87252 -1.06 -0.92 -0.27
H 13.95935 23.13373 15.41460 -0.04 -0.04 -0.17
H 15.62054 22.77368 14.87176 -0.09 -0.10 0.06
H 15.35013 23.70002 16.34032 -0.04 0.09 0.06
H 14.21046 22.44413 18.17724 0.04 0.15 0.08
H 14.38305 20.69854 18.10055 0.43 0.12 -0.30
H 12.39021 22.39817 16.66153 -0.28 -0.08 0.23
H 12.09135 21.38304 18.07986 -0.01 -0.02 0.31
H 12.38188 19.07401 17.76426 -0.49 -0.06 0.22
H 13.57603 18.92171 16.53539 0.10 -0.06 0.04
H 12.36902 17.23983 16.09106 -0.61 -0.51 0.34
H 11.98646 18.33679 14.85142 -0.43 0.18 -0.35
H 10.21536 16.05164 16.50249 0.08 0.09 0.10
H 10.03394 16.57608 14.83333 0.33 0.26 -0.15
H 8.79024 16.97248 15.96907 0.11 0.06 0.23
C 24.98917 23.52911 19.59360 0.59 0.06 0.23
O 23.65847 23.10683 19.56852 -0.07 -0.53 -0.19
C 22.78654 24.20691 19.42872 -0.70 -1.00 0.25
C 21.33844 23.72818 19.47098 -0.32 0.28 -0.26
O 20.79535 23.34133 20.72438 -0.21 1.08 -0.28
C 21.22973 22.11297 21.19011 1.27 -0.17 -0.55
C 20.35292 21.60290 22.24385 0.34 -0.43 1.75
O 19.11092 21.24251 21.74649 -0.78 -0.23 -0.44
C 18.16954 20.91522 22.74299 -0.23 -0.19 -0.42
H 25.66124 22.67834 19.50274 -0.19 -0.28 0.38
H 25.18891 24.09205 20.51913 0.16 -0.09 -0.18
H 25.24669 24.14260 18.73493 -0.17 0.48 -0.15
H 22.93422 24.63753 18.43538 0.07 0.48 0.06
H 22.99212 24.89479 20.24964 -0.12 0.50 -0.12
H 21.17667 22.90798 18.76376 0.29 -0.09 -0.15
H 20.69839 24.53739 19.11513 0.07 0.03 0.10
H 22.24382 22.18892 21.58673 0.17 0.00 0.14
H 21.30616 21.40066 20.36424 -0.16 -0.21 -0.15
H 20.28254 22.28790 23.09614 -0.31 0.59 -0.23
H 20.87900 20.76918 22.72975 -0.13 -0.52 -0.28
H 17.28030 20.51628 22.25454 0.10 -0.11 -0.17
H 17.83554 21.80733 23.26616 0.20 0.17 0.46
H 18.55127 20.14344 23.41850 0.03 0.18 0.17
C 19.95536 18.89087 19.42224 -0.83 0.46 -0.24
O 19.80459 17.58359 18.93185 -0.79 0.35 -0.25
C 20.97586 16.86861 19.03372 1.11 -0.52 -0.23
C 20.82037 15.45294 18.56556 -0.24 -0.23 0.24
O 20.00846 14.69893 19.44512 -0.11 -0.13 -0.10
C 19.85292 13.35837 19.06274 0.14 -1.32 0.57
C 18.90492 12.62561 20.00914 -0.11 0.61 0.60
O 19.34966 12.72651 21.34806 0.17 0.29 0.14
C 18.35422 12.33106 22.28002 0.56 0.89 -0.22
H 20.06028 18.88606 20.50636 0.49 0.12 0.11
H 19.04229 19.46445 19.22163 0.02 -0.31 -0.05
H 20.74428 19.41966 18.88165 0.39 0.00 0.31
H 21.39028 16.88792 20.03345 -0.12 -0.09 0.72
H 21.79100 17.28990 18.42047 -0.21 0.25 -0.25
H 21.82378 15.02690 18.53615 0.18 -0.21 -0.19
H 20.38541 15.45834 17.56585 -0.01 -0.09 -0.27
H 20.77807 12.74924 19.06069 0.27 0.70 0.22
H 19.47182 13.20637 18.05333 -0.32 0.46 -0.33
H 18.85952 11.55953 19.76663 -0.17 0.01 -0.49
H 17.90521 13.07849 19.97329 -0.04 -0.13 -0.32
H 18.66176 12.71512 23.25366 0.32 -0.55 0.07
H 18.24596 11.24704 22.24086 -0.38 -0.02 0.30
H 17.42901 12.88792 22.10372 -0.30 -0.42 -0.36
C 14.38066 28.56389 13.50488 0.56 0.60 0.04
O 13.81729 27.44235 12.88998 -0.68 -0.22 0.22
C 14.70384 26.51047 12.32990 -0.25 0.58 -0.76
C 15.66700 25.86677 13.29609 -0.09 -0.52 -0.51
O 16.75704 26.70334 13.52600 -0.07 0.37 -0.15
C 17.66639 26.34704 14.54747 0.65 0.26 -0.94
C 17.16948 26.54869 15.93858 -0.05 -1.16 0.34
O 16.88739 27.88670 16.23730 -0.33 0.13 -0.06
C 15.99148 28.03180 17.31650 -0.17 0.03 -0.22
H 13.60126 29.32244 13.59923 0.06 -0.06 -0.15
H 15.24010 28.95461 12.94581 -0.21 0.09 -0.21
H 14.78344 28.37365 14.49512 -0.02 -0.33 0.33
H 15.17747 26.98558 11.43658 0.36 -0.34 0.70
H 14.05795 25.74135 11.91205 -0.09 -0.23 0.09
H 15.95799 24.91412 12.82228 0.38 -0.01 0.14
H 15.12391 25.59610 14.20513 -0.09 0.14 0.22
H 18.52439 26.97884 14.34251 0.16 0.35 0.21
H 18.06772 25.33717 14.38873 -0.39 -0.23 0.31
H 17.92438 26.13391 16.61103 0.07 0.10 0.16
H 16.28974 25.89226 16.07103 -0.13 0.35 0.14
H 15.78007 29.09313 17.39605 -0.01 0.11 0.13
H 16.39248 27.66494 18.26228 0.23 -0.05 0.11
H 15.04377 27.50068 17.15362 0.06 -0.01 -0.21
C 22.01950 28.00770 16.96510 0.41 0.07 0.42
O 20.98494 28.47962 17.78399 -0.04 0.36 -0.04
C 20.41980 27.55483 18.66258 0.06 -0.11 -0.17
C 19.16112 28.09638 19.22936 -1.63 0.13 0.89
O 19.36738 29.10405 20.19047 1.53 0.37 0.03
C 18.25132 29.76276 20.65625 -1.05 0.90 0.26
C 18.54204 30.73547 21.79556 -0.53 -1.16 0.63
O 18.99364 31.96676 21.37694 0.45 0.10 -1.04
C 19.39082 32.81195 22.40986 -0.03 0.26 0.06
H 22.50880 28.90048 16.55529 -0.21 -0.42 -0.23
H 21.64580 27.32093 16.20962 -0.09 0.06 -0.42
H 22.77859 27.45198 17.53126 0.01 0.05 0.19
H 21.11125 27.28069 19.47722 0.00 0.15 -0.06
H 20.10044 26.61910 18.19092 0.27 -0.08 -0.44
H 18.70490 27.23739 19.73846 -0.24 -0.16 0.11
H 18.39603 28.44441 18.50838 0.77 -0.16 -0.26
H 17.52488 29.04553 21.06229 -0.14 -0.12 -0.08
H 17.73587 30.37942 19.89014 0.20 -0.47 -0.12
H 19.20893 30.25563 22.51325 0.53 -0.05 0.02
H 17.60954 30.86019 22.36633 -0.24 0.05 -0.12
H 18.54996 32.98271 23.10511 0.22 0.32 -0.17
H 19.75496 33.71407 21.91169 -0.33 0.12 0.38
H 20.22284 32.40913 22.98638 0.16 -0.28 0.11
C 18.58745 23.64459 10.00714 0.15 -0.16 -0.15
O 18.69807 22.44276 10.73335 -0.14 -0.43 -0.01
H 17.65023 23.70812 9.44828 -0.20 0.19 0.22
H 18.74319 24.50328 10.66760 -0.25 0.15 -0.19
H 19.36903 23.65041 9.24257 0.07 0.00 0.19
H 17.91892 22.30297 11.30760 0.43 0.29 -0.12
C 24.55729 23.60062 16.07852 0.38 -0.47 -0.30
O 25.40580 23.43940 14.94975 -0.09 -0.09 -0.43
H 24.56836 24.63859 16.41727 -0.11 -0.03 0.18
H 23.55511 23.32240 15.73535 0.09 0.20 0.16
H 24.84380 22.90742 16.88054 -0.15 0.31 0.01
H 26.33935 23.38713 15.17260 -0.18 0.10 0.34
C 24.06564 19.87593 17.23595 -0.63 -0.05 -0.76
O 25.10302 19.40582 18.06808 0.18 0.36 -0.11
H 23.71618 19.18035 16.46672 0.54 -0.46 -0.11
H 23.11718 20.10653 17.73571 0.36 0.47 0.51
H 24.44676 20.74158 16.67987 -0.18 -0.12 0.43
H 24.87140 18.59283 18.51214 -0.30 -0.22 0.01
C 19.59252 22.00464 15.85924 0.48 0.22 0.04
O 19.72724 23.37316 16.14194 0.29 0.81 0.03
H 20.47156 21.74134 15.25317 -0.52 -0.07 -0.18
H 19.70894 21.40241 16.76907 -0.47 -0.17 -0.01
H 18.65025 21.83104 15.31651 0.33 -0.42 0.22
H 19.15888 23.69202 16.86112 0.00 -0.19 0.00
C 20.24826 18.51373 15.72480 -0.08 0.08 -0.82
O 20.45290 18.98447 14.39256 -0.08 0.20 -0.12
H 20.38002 17.43425 15.78165 -0.13 -0.24 0.03
H 21.01672 18.96026 16.35217 -0.05 0.20 0.07
H 19.25120 18.77943 16.07545 0.00 -0.02 0.25
H 19.66974 18.78534 13.83533 0.38 -0.22 0.69
C 17.12398 20.70922 13.34902 -0.17 -0.52 0.14
O 16.89225 21.99619 12.78200 0.04 0.08 -0.18
H 16.65109 20.63772 14.33491 0.27 -0.01 0.01
H 16.75852 19.87926 12.74728 -0.33 0.11 -0.28
H 18.19596 20.53295 13.39657 0.06 0.39 0.25
H 15.95973 22.10226 12.57400 -0.08 -0.15 0.08
C 16.44504 18.57487 18.29824 -0.13 0.02 -0.77
O 15.31347 17.75713 18.61441 0.59 0.10 0.39
H 16.24841 18.98176 17.30107 0.12 -0.11 0.06
H 16.56117 19.43765 18.94915 -0.16 0.09 0.44
H 17.40182 18.03899 18.27851 -0.28 -0.16 0.01
H 15.54132 17.25501 19.40826 -0.16 0.07 -0.20
C 17.44767 24.41522 20.69352 0.32 -0.22 1.67
S 17.18998 24.17515 19.01191 -0.74 0.63 -1.58
O 18.41393 24.71070 18.31239 -0.16 -0.31 0.22
C 17.33988 22.42318 18.92034 0.50 -0.54 -0.50
H 17.30907 25.47113 20.91959 0.15 -0.03 0.04
H 18.43401 24.04055 20.96790 0.28 0.26 -0.07
H 16.74012 23.81903 21.26966 -0.31 0.09 -0.09
H 17.35214 22.22600 17.84927 0.02 -0.13 -0.11
H 16.53328 21.82825 19.33994 -0.15 0.31 0.30
H 18.30616 22.17057 19.34548 0.14 -0.25 0.19
C 19.81136 16.57067 11.24406 0.07 -0.17 -0.69
S 19.21816 16.29330 12.88487 1.65 0.96 0.37
O 18.38480 17.47395 13.23689 -0.49 0.41 0.10
C 18.13146 15.01724 12.54958 -2.14 -1.49 0.35
H 18.97717 16.74715 10.56100 0.00 0.05 0.12
H 20.36072 15.68346 10.92519 0.05 0.03 0.00
H 20.47852 17.42543 11.24538 0.07 0.12 0.11
H 17.73083 14.74289 13.53898 0.14 -0.15 -0.31
H 18.57004 14.13244 12.08890 0.25 0.16 0.06
H 17.25531 15.34562 11.97648 0.35 0.16 -0.14
```
Forces are in eV/Å.

As for the LUMO energy: 0.08 eV. The value obtained for the total energy is -4692.43335 Ha. The value obtained for the orbital gap is 8.7 eV. As for the HOMO energy: -8.61 eV.

***

Record 2
DFT (wB97M-V/def2-TZVPD) results for C47H36BrIrN5O6 as an isolated structure.

Structure (XYZ):
```
96
Properties=species:S:1:pos:R:3:forces:R:3
Ir -0.50507 -0.33986 0.70199 -0.44 -0.58 -0.15
C 2.44881 -1.86366 3.51113 -0.01 0.03 -0.01
O 2.66078 -2.37054 2.14660 0.02 0.04 0.00
C 1.71469 -1.84429 1.41264 -0.07 -0.01 -0.02
N 0.87285 -1.04420 1.96972 0.32 0.16 0.05
C 1.27136 -0.86123 3.39152 0.02 -0.01 -0.06
C 1.67027 0.55600 3.75398 -0.01 -0.01 -0.03
C 1.35731 1.66737 2.98500 0.04 0.00 -0.05
C 1.73573 2.93832 3.39741 0.01 0.01 -0.01
C 2.42230 3.11395 4.58862 0.01 0.00 -0.01
C 2.72452 2.00869 5.37106 0.00 -0.01 -0.01
C 2.34995 0.74075 4.95543 -0.01 0.03 0.03
C 1.55160 -2.20840 0.00982 0.05 0.00 0.03
C 2.28207 -3.20745 -0.59542 -0.01 -0.01 -0.03
C 1.91347 -3.59237 -1.87349 -0.01 0.04 0.03
C 0.81859 -2.98399 -2.46318 0.03 -0.02 0.00
C 0.14001 -1.96015 -1.80868 -0.02 0.04 -0.03
N 0.52631 -1.55556 -0.58840 -0.05 0.00 0.15
C -1.12150 0.18622 -2.48643 -0.03 -0.02 0.11
N -0.99416 1.12927 -1.26434 0.12 0.23 -0.11
C -1.89468 2.33369 -1.61093 0.00 -0.10 0.03
C -2.25860 2.04855 -3.07821 -0.02 0.08 0.02
O -2.14485 0.62482 -3.22656 0.02 0.01 -0.06
C -3.04361 2.59011 -0.66304 -0.08 0.04 -0.14
C -2.80143 2.62253 0.69996 0.08 0.27 0.07
C -3.80298 2.98249 1.58833 0.06 0.11 0.00
C -5.05180 3.35198 1.11546 0.00 0.01 -0.04
C -5.28488 3.37804 -0.25227 -0.04 -0.01 0.05
C -4.28639 3.00936 -1.14033 -0.06 -0.21 0.00
H 3.37715 -1.38736 3.81049 0.00 -0.01 0.05
H 2.24038 -2.72316 4.14195 -0.03 -0.02 -0.03
H 0.42436 -1.15406 4.00775 -0.05 0.03 0.07
H 0.79352 1.56118 2.06840 -0.01 -0.02 -0.01
H 1.47354 3.79693 2.79135 0.00 0.00 0.00
H 2.70782 4.10514 4.91402 0.00 0.00 0.00
H 3.24409 2.13238 6.31152 0.00 0.00 0.00
H 2.57436 -0.10591 5.59493 0.00 -0.01 -0.01
H 3.08585 -3.68489 -0.05258 0.00 -0.01 -0.01
H 2.44441 -4.37866 -2.39161 -0.01 -0.01 0.01
H 0.48288 -3.31321 -3.43315 0.00 0.00 0.00
H -1.24056 3.20497 -1.56247 0.07 -0.05 0.09
H -1.58443 2.53164 -3.78733 0.01 0.01 0.01
H -3.27893 2.30276 -3.33260 0.06 0.02 -0.03
H -1.82973 2.37770 1.09429 0.08 -0.05 -0.01
H -3.59468 2.97922 2.65022 -0.01 -0.01 0.00
H -5.83457 3.63888 1.80444 0.00 -0.01 0.00
H -6.24624 3.69360 -0.63424 0.00 0.01 0.00
H -4.50679 3.07595 -2.19701 -0.02 -0.02 0.05
C 3.71525 0.72027 0.47333 -0.07 0.00 0.03
O 2.44652 0.99635 -0.14701 0.04 -0.05 -0.05
C 2.29311 2.22516 -0.66348 0.03 -0.02 -0.01
C 3.13968 3.30200 -0.40611 0.01 -0.02 0.00
C 2.98600 4.50018 -1.08137 -0.02 0.00 -0.03
C 2.00464 4.66425 -2.05300 0.04 0.02 0.03
C 1.13997 3.62303 -2.30807 -0.11 -0.04 0.08
C 1.26047 2.43747 -1.58271 -0.03 0.08 0.08
N 0.28903 1.41711 -1.88312 -0.13 0.01 -0.13
N 0.26356 0.70128 -2.88572 0.08 -0.11 0.08
C -1.14994 -1.35120 -2.39151 0.02 -0.01 0.03
C -2.29566 -1.69241 -1.40539 -0.03 -0.04 -0.11
O -2.23759 -1.27405 -0.24988 0.05 0.30 0.16
C -3.40654 -2.49758 -1.82536 0.02 0.01 0.06
C -3.51058 -2.90959 -3.09750 0.02 0.01 -0.02
C -2.53934 -2.58312 -4.12633 -0.02 0.00 0.00
C -2.76000 -3.01542 -5.43442 0.00 0.00 0.00
C -1.86506 -2.70483 -6.44189 0.00 0.00 0.01
C -0.73425 -1.96005 -6.14030 0.00 0.00 0.00
C -0.50211 -1.53207 -4.83999 0.03 0.00 0.00
C -1.39778 -1.83739 -3.82342 -0.01 -0.01 -0.01
H 3.79233 1.22024 1.43764 -0.03 0.04 0.04
H 4.52828 1.02139 -0.18726 0.01 -0.01 0.01
H 3.75075 -0.35418 0.62109 0.00 -0.03 -0.02
H 3.93494 3.19493 0.31604 0.00 0.01 0.01
H 3.66093 5.31561 -0.85892 0.00 0.00 0.00
H 1.91425 5.59193 -2.59874 0.00 0.00 -0.01
H 0.36376 3.71910 -3.05596 0.02 0.01 -0.02
H -4.13984 -2.73196 -1.06535 0.00 0.00 -0.01
H -4.36186 -3.51133 -3.39460 0.00 0.00 0.00
H -3.64668 -3.59724 -5.65255 0.00 0.00 0.00
H -2.04487 -3.04146 -7.45335 0.00 0.00 0.00
H -0.02350 -1.71233 -6.91709 0.00 0.00 0.00
H 0.40006 -0.97047 -4.63344 -0.01 0.00 0.00
Br -5.85747 -3.36623 4.99753 0.00 0.00 0.00
C -5.21059 -2.10267 3.75267 0.00 0.01 0.00
C -6.01766 -1.71250 2.69294 -0.01 0.01 0.01
C -5.53652 -0.78393 1.78156 -0.02 0.00 0.01
C -4.25770 -0.26432 1.91770 0.02 -0.05 -0.09
C -3.45962 -0.65756 2.98463 0.03 -0.09 -0.02
C -3.94417 -1.57258 3.91570 0.02 0.00 -0.01
C -2.07919 -0.10733 3.19474 -0.14 0.23 0.09
O -1.53350 -0.19569 4.27230 0.17 -0.17 -0.05
O -1.54698 0.55615 2.17085 0.00 0.05 -0.16
H -7.01312 -2.12282 2.59323 0.00 0.00 0.00
H -6.17264 -0.45647 0.96853 0.00 0.00 0.00
H -3.88588 0.46257 1.20999 -0.01 -0.14 0.02
H -3.32639 -1.85346 4.75691 0.00 -0.01 0.00
```
Forces are in eV/Å.

As for the relative energy (zero: lowest compared OMol25 entry of this formula, charge and spin): 431.2 kJ/mol. As for the LUMO energy (spin up / spin down): -7.39 / -7.38 eV. Its net charge is +2. The value obtained for the total energy is -5215.56409 Ha. The value obtained for the orbital gap (spin up / spin down) is 5.0 / 5.0 eV. As for the HOMO energy (spin up / spin down): -12.40 / -12.40 eV. The multiplicity is 2.